Formula: C7H6
Source: the OMol25 dataset
Level of theory: wB97M-V/def2-TZVPD

Each line ends with the natural charge from an NBO analysis.
Atoms and positions in Å:
C1 0.53 1.38 0.24  -0.405
C2 1.44 0.30 0.60  0.045
C3 -0.18 2.28 -0.34  0.134
C4 0.64 -0.84 0.36  -0.062
C5 2.03 -0.81 -0.23  -0.375
C6 -0.45 0.08 -0.17  -0.083
C7 -1.88 -0.14 0.37  -0.607
H1 2.27 -0.51 -1.36  0.225
H2 2.64 -1.40 0.34  0.233
H3 -0.57 -0.06 -1.19  0.224
H4 -1.95 0.50 1.30  0.228
H5 -1.95 -1.15 0.39  0.222
H6 -2.56 0.36 -0.30  0.221

The calculation puts the energy above the lowest of the compared OMol25 structures with the same formula, charge and spin at 165.24 kcal per mole. The net charge is 0. Its frontier orbital gap (alpha / beta) is 8.9 / 8.9 eV. The calculation puts the LUMO energy (alpha / beta) at -0.58 / -0.58 eV.